[1]
12
Properties=species:S:1:pos:R:3 method="wB97M-V/def2-TZVPD" homo_ev=-9.48 e_tot_ev=-6759.676 smiles="C=CO.C=N" lumo_ev=0.80 max_force_ev_per_a=1.86 total_charge=0
C -0.28 3.43 -0.10
H -0.72 3.79 0.82
C -0.04 -3.57 1.03
H 0.53 -2.64 0.85
N 0.19 -4.56 0.27
H -0.90 -3.54 1.69
H 0.65 -4.23 -0.57
O 0.64 1.59 -1.33
C 0.06 2.15 -0.20
H -0.26 4.02 -1.00
H -0.18 1.41 0.54
H 0.30 2.16 -2.01

[2]
109
Properties=species:S:1:pos:R:3 method="wB97M-V/def2-TZVPD" spin_multiplicity=2 homo_ev="-8.40 / -9.45" e_tot_ev=-96109.331 lumo_ev="-2.37 / -2.32" max_force_ev_per_a=2.75 total_charge=+1
H -6.10 1.91 -0.11
H -2.32 2.05 1.95
H -5.20 -1.59 -1.03
C 3.47 2.26 0.38
H -1.11 -3.55 1.34
H 2.76 3.09 4.31
C 1.12 -1.90 0.85
H 4.40 -3.25 2.42
H -6.17 -0.13 -0.82
N 3.20 3.55 0.69
H 4.73 -0.30 -4.20
H 3.46 0.96 -2.52
P 1.18 0.35 -2.84
H -0.39 0.82 5.28
H 4.46 -1.21 -1.92
H 2.98 -2.05 -2.39
H -1.19 -0.53 2.67
C -4.10 1.93 0.73
H 5.57 2.99 2.02
C -0.88 3.60 -0.42
H -1.14 -2.08 4.51
H 3.50 0.69 -4.97
C -1.97 -1.72 0.65
H 0.47 1.34 -6.55
C -5.62 1.90 0.87
Y 0.05 1.47 -0.20
P 1.00 0.37 2.48
C -0.20 -1.66 4.19
C 1.90 2.54 3.92
H -5.93 2.79 1.40
H 0.29 -2.38 3.54
H -0.66 2.81 -4.96
H -5.97 -0.83 -2.42
H -1.10 1.68 3.90
H 3.27 -1.06 -4.80
C -0.54 -3.94 -3.22
H -2.40 0.03 -2.91
O 4.72 1.83 0.51
C 3.48 -2.89 1.99
O 2.61 1.49 0.00
H -1.36 1.37 -4.23
C 0.70 0.59 -5.79
C 0.50 -1.36 -2.98
C -4.22 0.20 -1.74
H 1.88 4.63 -0.39
C -4.27 -2.58 2.01
C -1.02 0.71 4.40
H -1.28 -3.65 -1.25
H 3.18 -4.60 0.74
H -3.03 -1.50 -2.32
C 0.70 -2.11 -4.14
H -2.01 0.42 4.73
H 3.19 1.02 3.15
C -3.13 -3.38 1.99
N 1.90 4.02 0.43
H 0.38 -3.96 -5.16
C -0.19 -1.94 -1.90
H 1.60 2.99 2.97
H -5.15 -0.76 1.37
H -4.51 1.17 -2.18
C -2.00 -2.93 1.33
C -0.45 -0.34 3.46
H -0.95 -4.94 -3.31
Si -0.33 -1.14 -0.16
H 1.61 2.02 -4.48
H 0.42 -1.51 5.07
C -0.72 -3.21 -2.06
C -3.41 1.98 2.09
H -3.14 -4.33 2.49
C 5.77 2.65 1.00
H 3.92 4.22 0.94
H -3.86 2.86 0.19
H -0.11 -0.14 -5.80
H 2.57 -0.69 4.98
H 1.26 -1.70 -4.96
C 2.80 -3.63 1.04
S -1.82 4.45 -1.34
C 2.25 1.07 3.72
P -3.13 0.66 -0.28
C 0.79 1.28 -4.44
C -3.13 -0.92 0.66
H -5.96 1.04 1.43
C -4.26 -1.36 1.35
H 6.65 2.01 1.01
H 1.62 0.57 5.74
C 3.38 -1.11 -2.01
H 2.96 -0.94 -1.02
H -3.82 -0.69 -3.67
H -3.63 1.08 2.66
C -0.51 2.05 -4.19
H -0.50 2.54 -3.22
C 2.96 -1.67 2.40
C -5.47 -0.63 -1.47
H 1.62 0.10 -6.08
C 3.04 0.04 -2.94
H 1.09 2.66 4.63
C 2.45 0.38 5.07
H 3.35 0.79 5.54
H 5.96 3.51 0.35
H 3.51 -1.11 3.13
C 3.65 -0.17 -4.32
H 1.53 4.54 1.22
H -5.16 -2.91 2.52
C -3.31 -0.53 -2.73
C 0.20 -3.39 -4.26
H 1.17 -3.68 -0.32
C 1.66 -3.12 0.46
H -3.74 2.84 2.66
C 1.76 -1.19 1.87

[3]
12
Properties=species:S:1:pos:R:3 method="wB97M-V/def2-TZVPD" homo_ev=-8.23 e_tot_ev=-6656.688 lumo_ev=0.96 max_force_ev_per_a=2.93 total_charge=0
H -2.45 0.23 -0.40
H -1.65 1.52 0.39
N 0.70 0.67 0.10
H 1.94 -0.91 -0.63
N -0.73 -1.36 0.22
C 1.96 -0.09 0.07
N -1.53 0.76 -0.29
H 0.64 1.42 -0.57
C -0.49 -0.09 0.05
H -1.27 -1.65 -0.65
H 2.87 0.57 -0.08
H 2.02 -0.60 1.02

[4]
12
Properties=species:S:1:pos:R:3 method="wB97M-V/def2-TZVPD" spin_multiplicity=2 homo_ev="-6.88 / -7.52" e_tot_ev=-13504.198 lumo_ev="0.35 / -0.71" max_force_ev_per_a=8.55 total_charge=0
H -1.31 -1.44 0.68
H 2.40 -0.95 0.75
O 1.98 0.69 -0.46
C -1.15 -0.76 -0.17
H -1.76 -1.08 -1.01
O 0.22 -0.81 -0.56
H -1.84 1.29 -0.59
C 0.88 0.26 -0.08
Hg 3.79 0.06 -0.27
C -1.35 0.71 0.20
O 0.00 1.18 0.35
H -1.87 0.85 1.15